# 1
ORCA calculation (ωB97M-V with the def2-TZVPD basis set) on the ion C6H9ClN4 with charge +2.

Summary:
structure (SMILES)	[NH3+]C[n+]1ccn2c(Cl)c[nH]c21
total charge	+2
HOMO energy	-0.6026	hartree
multiplicity	1
LUMO energy	-7.36	eV
Kohn-Sham gap	9.042	eV

Each line ends with the Löwdin charge.
Atoms and positions in Å:
N  -0.12  -2.22  -1.82  0.294
C  0.11  -0.67  -1.80  -0.006
N  -0.41  -0.19  -0.58  -0.005
C  -1.66  0.24  -0.32  -0.032
C  -1.77  0.99  0.78  0.061
N  -0.48  1.09  1.24  0.056
C  0.38  1.51  2.29  -0.618
Cl  -0.17  2.24  3.72  0.832
C  1.67  1.21  1.93  -0.020
N  1.65  0.55  0.71  0.174
C  0.33  0.47  0.36  -0.202
H  0.64  -2.56  -2.39  0.176
H  0.08  -2.40  -0.90  0.128
H  -0.98  -2.63  -2.08  0.171
H  1.19  -0.56  -1.76  0.150
H  -0.29  -0.22  -2.76  0.193
H  -2.62  0.02  -0.73  0.156
H  -2.44  1.58  1.33  0.147
H  2.50  1.55  2.55  0.155
H  2.39  0.00  0.24  0.192

# 2
ORCA calculation (ωB97M-V with the def2-TZVPD basis set) on an isolated molecule of C6H9ClO.

Summary:
HOMO energy (alpha / beta)	-0.2268 / -0.3761	hartree
multiplicity	3
LUMO energy (alpha / beta)	0.85 / -2.55	eV
Kohn-Sham gap (alpha / beta)	7.022 / 7.686	eV

Each line ends with the Löwdin charge.
Atoms and positions in Å:
C  -0.98  -1.46  -1.31  0.005
C  0.28  -1.06  -1.12  -0.216
C  0.74  1.18  -0.26  -0.520
C  -0.48  1.90  0.18  -0.019
C  0.09  -0.64  1.46  -0.114
C  0.74  -0.30  0.08  -0.725
O  1.56  1.74  -1.01  0.192
Cl  2.54  -0.83  0.35  0.578
H  -1.27  -1.99  -2.23  0.067
H  -1.72  -0.97  -0.61  0.070
H  1.14  -1.43  -1.84  0.136
H  -0.14  1.94  1.23  0.099
H  -0.73  2.90  -0.25  0.096
H  -1.44  1.36  -0.04  0.097
H  0.47  -0.05  2.20  0.033
H  -1.09  -0.57  1.40  0.115
H  0.30  -1.72  1.77  0.106

# 3
ORCA calculation (ωB97M-V with the def2-TZVPD basis set) on an isolated molecule of C6H9ClOS.

Summary:
HOMO energy	-0.3378	hartree
multiplicity	1
LUMO energy	0.74	eV
Kohn-Sham gap	9.930	eV

Each line ends with the Löwdin charge.
Atoms and positions in Å:
C  1.25  0.24  -0.04  -0.175
C  0.75  -0.42  1.20  -0.166
C  -0.93  0.85  -1.43  -0.235
C  0.03  -0.23  -0.81  -0.296
C  -0.50  -0.83  0.52  -0.304
C  -1.98  -0.16  0.76  -0.781
O  -1.18  2.46  0.70  -0.528
S  -2.00  1.48  -0.04  0.866
Cl  -3.28  -1.05  -0.07  0.591
H  1.18  1.29  0.07  0.086
H  2.38  -0.08  -0.32  0.160
H  1.49  -1.22  1.46  0.135
H  0.49  0.43  1.80  0.111
H  -0.48  1.72  -1.88  0.085
H  -1.55  0.40  -2.15  0.059
H  0.23  -1.07  -1.45  0.130
H  -0.63  -1.96  0.36  0.146
H  -2.25  0.00  1.88  0.115

# 4
ORCA calculation (ωB97M-V with the def2-TZVPD basis set) on a structure of composition C6H9F3KNO9P2S2.

Summary:
HOMO energy	-0.3069	hartree
multiplicity	1
LUMO energy	-1.40	eV
Kohn-Sham gap	6.955	eV

Each line ends with the Löwdin charge.
Atoms and positions in Å:
O  -1.21  2.83  0.51  -0.044
C  -0.35  2.12  -0.12  -0.612
O  0.64  2.82  -0.82  -0.146
C  -0.35  0.49  -0.08  -0.477
C  -0.22  0.02  -1.61  -0.196
C  1.45  0.08  -2.03  -0.147
C  2.02  -1.34  -2.74  -0.034
O  1.75  0.05  -3.51  -0.209
N  0.77  0.10  0.79  -0.323
P  1.26  1.33  1.97  0.975
O  0.78  0.95  3.57  -0.286
O  2.99  1.23  2.03  -0.276
P  0.76  -1.55  1.37  0.331
O  2.30  -1.81  2.11  -0.246
O  -0.39  -1.93  2.55  -0.233
S  0.62  -2.92  -0.02  0.340
S  -2.05  -0.01  0.50  0.879
O  -2.35  -1.50  0.33  -0.370
O  -2.23  0.39  1.96  -0.325
C  -3.45  0.85  -0.45  -0.426
F  -4.45  -0.12  -0.74  0.054
F  -4.07  1.87  0.29  0.100
F  -3.03  1.38  -1.70  0.063
H  -0.62  0.79  -2.37  0.138
H  -0.55  -1.06  -1.81  -0.120
H  2.19  0.66  -1.29  0.163
H  3.16  -1.40  -2.93  0.116
H  1.37  -1.85  -3.53  0.087
H  -0.12  1.36  3.65  0.072
H  3.31  1.53  1.13  0.067
H  2.09  -2.43  2.85  0.086
H  -0.56  -1.19  3.18  0.067
K  -1.48  -1.76  -3.02  0.935